(1)
{
  "formula": "C47H55ClFNO3SSi",
  "method": "the ωB97M-V functional and the def2-TZVPD basis",
  "e_lumo_ev": -0.09,
  "smiles": "C[Si](C)(C)OCCN(Cl)S(=O)(=O)F.c1ccccc1.c1ccccc1.c1ccccc1.c1ccccc1.c1ccccc1.c1ccccc1.c1ccccc1",
  "charge": 0,
  "symbols": ["C", "Si", "C", "C", "O", "C", "C", "N", "Cl", "S", "O", "O", "F", "H", "H", "H", "H", "H", "H", "H", "H", "H", "H", "H", "H", "H", "C", "C", "C", "C", "C", "C", "H", "H", "H", "H", "H", "H", "C", "C", "C", "C", "C", "C", "H", "H", "H", "H", "H", "H", "C", "C", "C", "C", "C", "C", "H", "H", "H", "H", "H", "H", "C", "C", "C", "C", "C", "C", "H", "H", "H", "H", "H", "H", "C", "C", "C", "C", "C", "C", "H", "H", "H", "H", "H", "H", "C", "C", "C", "C", "C", "C", "H", "H", "H", "H", "H", "H", "C", "C", "C", "C", "C", "C", "H", "H", "H", "H", "H", "H"],
  "xyz": [[-3.45, -4.23, -3.11], [-1.92, -4.29, -2.02], [-0.53, -4.96, -3.09], [-2.34, -5.47, -0.61], [-1.68, -2.71, -1.48], [-0.42, -2.43, -0.93], [-0.07, -0.99, -1.29], [0.25, -0.95, -2.74], [1.67, -0.03, -3.09], [-1.05, -0.53, -3.72], [-2.21, -0.25, -2.97], [-1.20, -1.56, -4.66], [-0.64, 0.73, -4.52], [-3.16, -3.71, -4.02], [-3.75, -5.25, -3.36], [-4.27, -3.72, -2.61], [-0.88, -5.73, -3.76], [0.29, -5.32, -2.47], [-0.10, -4.13, -3.67], [-1.49, -5.72, 0.03], [-3.18, -5.09, -0.04], [-2.67, -6.39, -1.10], [0.39, -3.04, -1.33], [-0.40, -2.50, 0.16], [0.83, -0.72, -0.75], [-0.84, -0.28, -0.98], [4.14, -0.67, -5.79], [3.68, -1.44, -6.85], [4.56, -1.88, -7.83], [5.91, -1.54, -7.75], [6.37, -0.77, -6.69], [5.49, -0.34, -5.71], [3.46, -0.34, -5.03], [2.63, -1.69, -6.92], [4.20, -2.47, -8.66], [6.59, -1.89, -8.51], [7.42, -0.51, -6.63], [5.85, 0.26, -4.89], [-4.99, 1.39, 0.95], [-5.23, 2.75, 0.88], [-4.80, 3.47, -0.23], [-4.13, 2.83, -1.26], [-3.89, 1.46, -1.19], [-4.32, 0.74, -0.08], [-5.33, 0.82, 1.81], [-5.75, 3.26, 1.68], [-4.99, 4.54, -0.29], [-3.80, 3.39, -2.13], [-3.36, 0.95, -1.98], [-4.13, -0.32, -0.02], [-5.49, 2.51, 6.65], [-5.73, 3.88, 6.57], [-5.30, 4.60, 5.47], [-4.63, 3.95, 4.43], [-4.39, 2.59, 4.51], [-4.82, 1.87, 5.62], [-5.83, 1.95, 7.51], [-6.25, 4.38, 7.38], [-5.49, 5.66, 5.41], [-4.30, 4.51, 3.57], [-3.86, 2.09, 3.71], [-4.63, 0.80, 5.68], [2.96, 2.65, 2.84], [2.97, 2.66, 1.45], [1.86, 2.20, 0.75], [0.75, 1.73, 1.43], [0.74, 1.71, 2.82], [1.85, 2.17, 3.52], [3.82, 3.01, 3.39], [3.84, 3.02, 0.92], [1.87, 2.21, -0.34], [-0.12, 1.38, 0.88], [-0.12, 1.34, 3.35], [1.84, 2.16, 4.60], [3.98, 3.40, 7.40], [4.67, 4.47, 7.95], [5.88, 4.87, 7.39], [6.39, 4.21, 6.28], [5.70, 3.14, 5.74], [4.49, 2.73, 6.29], [3.04, 3.08, 7.83], [4.27, 4.98, 8.81], [6.42, 5.71, 7.82], [7.32, 4.53, 5.85], [6.10, 2.62, 4.88], [3.95, 1.89, 5.87], [0.12, 7.34, -2.44], [1.45, 7.05, -2.19], [1.78, 6.02, -1.31], [0.78, 5.29, -0.69], [-0.56, 5.60, -0.94], [-0.88, 6.62, -1.81], [-0.13, 8.14, -3.13], [2.24, 7.61, -2.67], [2.82, 5.78, -1.12], [1.03, 4.49, -0.01], [-1.34, 5.03, -0.45], [-1.92, 6.86, -2.01], [-0.47, -8.90, -2.05], [0.85, -9.25, -1.84], [1.17, -10.29, -0.98], [0.16, -10.97, -0.32], [-1.17, -10.62, -0.52], [-1.48, -9.58, -1.39], [-0.72, -8.09, -2.73], [1.64, -8.71, -2.36], [2.20, -10.56, -0.82], [0.41, -11.79, 0.35], [-1.95, -11.15, 0.00], [-2.52, -9.31, -1.54]],
  "mulliken_charge": [-1.049, 0.554, -1.145, -0.960, -0.188, -0.588, -0.433, -0.036, -0.111, 1.150, -0.618, -0.632, -0.204, 0.261, 0.368, 0.320, 0.424, 0.343, 0.323, 0.350, 0.287, 0.144, 0.320, 0.315, 0.463, 0.109, 0.397, -0.456, -0.366, -0.425, -0.344, -0.469, -0.090, 0.406, 0.362, 0.355, 0.357, 0.356, -0.672, -0.429, -0.552, -0.605, -0.282, -0.485, 0.465, 0.545, 0.411, 0.436, 0.810, 0.493, -0.365, -0.389, -0.385, -0.484, -0.281, -0.480, 0.362, 0.357, 0.358, 0.437, 0.514, 0.364, -0.265, -0.476, -0.759, -0.226, -0.749, -0.180, 0.261, 0.379, 0.607, 0.617, 0.423, 0.361, -0.393, -0.390, -0.377, -0.406, -0.508, -0.280, 0.366, 0.356, 0.359, 0.357, 0.396, 0.524, -0.431, -0.363, -0.463, -0.075, -0.667, -0.318, 0.356, 0.362, 0.383, 0.364, 0.477, 0.381, -0.097, -0.463, -0.354, -0.411, -0.359, -0.509, 0.384, 0.369, 0.360, 0.359, 0.358, 0.366]
}


(2)
{
  "formula": "C47H55F6O24P",
  "method": "the ωB97M-V functional and the def2-TZVPD basis",
  "e_lumo_ev": -1.82,
  "smiles": "CCP(C)c1cc(OC[C@@H](C)CC(C)C)c2c(c1)C(=O)c1c(ccc(F)c1C(F)(F)C(F)(F)F)C2=O.O=C1OCCO1.O=C1OCCO1.O=C1OCCO1.O=C1OCCO1.O=C1OCCO1.O=C1OCCO1.O=C1OCCO1",
  "charge": 0,
  "symbols": ["C", "C", "P", "C", "C", "C", "C", "O", "C", "C", "C", "C", "C", "C", "C", "C", "C", "C", "C", "O", "C", "C", "C", "C", "C", "F", "C", "C", "F", "F", "C", "F", "F", "F", "C", "O", "H", "H", "H", "H", "H", "H", "H", "H", "H", "H", "H", "H", "H", "H", "H", "H", "H", "H", "H", "H", "H", "H", "H", "H", "H", "H", "H", "O", "C", "O", "C", "C", "O", "H", "H", "H", "H", "O", "C", "O", "C", "C", "O", "H", "H", "H", "H", "O", "C", "O", "C", "C", "O", "H", "H", "H", "H", "O", "C", "O", "C", "C", "O", "H", "H", "H", "H", "O", "C", "O", "C", "C", "O", "H", "H", "H", "H", "O", "C", "O", "C", "C", "O", "H", "H", "H", "H", "O", "C", "O", "C", "C", "O", "H", "H", "H", "H"],
  "xyz": [[-4.23, -3.30, -4.04], [-2.79, -3.88, -3.53], [-2.55, -3.79, -1.65], [-4.20, -3.43, -0.77], [-1.45, -2.30, -1.18], [-0.09, -2.64, -0.51], [0.94, -1.54, -0.09], [2.21, -1.87, 0.50], [1.89, -1.95, 1.94], [3.14, -2.50, 2.79], [4.06, -3.43, 1.83], [4.12, -1.32, 3.33], [3.34, -0.18, 4.17], [2.47, -0.75, 5.40], [4.47, 0.88, 4.73], [0.52, -0.06, -0.37], [-0.87, 0.29, -1.02], [-1.88, -0.81, -1.43], [-1.15, 1.87, -1.24], [-2.28, 2.32, -0.94], [0.08, 2.71, -1.79], [1.47, 2.36, -1.13], [2.79, 3.08, -1.49], [2.70, 4.20, -2.57], [1.31, 4.56, -3.21], [1.33, 5.62, -4.15], [-0.02, 3.84, -2.89], [-1.45, 4.14, -3.48], [-2.18, 2.95, -3.87], [-2.22, 4.76, -2.43], [-1.54, 5.12, -4.73], [-2.90, 5.08, -5.19], [-1.32, 6.50, -4.40], [-0.76, 4.69, -5.82], [1.51, 1.17, -0.03], [2.21, 1.21, 1.01], [-4.48, -2.37, -3.42], [-5.02, -4.11, -3.85], [-4.15, -3.02, -5.15], [-2.78, -4.99, -3.87], [-1.92, -3.38, -4.09], [-5.12, -3.64, -1.43], [-4.23, -2.38, -0.29], [-4.26, -4.19, 0.10], [0.22, -3.73, -0.32], [1.50, -0.94, 2.28], [1.01, -2.69, 2.04], [2.74, -3.10, 3.68], [3.34, -4.06, 1.19], [4.69, -4.16, 2.45], [4.79, -2.82, 1.19], [4.94, -1.86, 3.94], [4.66, -0.84, 2.43], [2.63, 0.43, 3.50], [1.90, -1.72, 5.13], [1.65, 0.04, 5.60], [3.15, -0.88, 6.31], [4.39, 1.00, 5.86], [5.50, 0.55, 4.38], [4.24, 1.91, 4.24], [-2.87, -0.54, -1.93], [3.75, 2.74, -0.98], [3.66, 4.74, -2.87], [-6.96, -1.10, -4.73], [-6.77, -0.38, -3.79], [-6.81, -0.78, -2.49], [-6.31, 0.30, -1.71], [-6.55, 1.49, -2.58], [-6.48, 0.95, -3.89], [-6.84, 0.36, -0.76], [-5.24, 0.13, -1.51], [-7.54, 1.93, -2.43], [-5.79, 2.27, -2.44], [-1.57, -6.70, -0.16], [-2.65, -7.08, 0.20], [-3.55, -6.32, 0.89], [-4.77, -7.05, 0.92], [-4.33, -8.47, 0.73], [-3.13, -8.33, -0.04], [-5.29, -6.90, 1.86], [-5.41, -6.70, 0.10], [-4.09, -8.96, 1.67], [-5.06, -9.07, 0.19], [6.64, -1.00, 4.44], [7.36, -0.72, 3.52], [8.47, -1.44, 3.17], [8.91, -0.92, 1.92], [8.36, 0.47, 1.91], [7.19, 0.35, 2.71], [10.00, -0.93, 1.86], [8.50, -1.54, 1.12], [9.03, 1.19, 2.37], [8.11, 0.81, 0.90], [-0.67, -5.98, -3.58], [0.09, -5.80, -4.49], [0.40, -4.57, -4.99], [1.49, -4.75, -5.88], [1.36, -6.19, -6.29], [0.75, -6.79, -5.15], [1.41, -4.07, -6.73], [2.43, -4.55, -5.35], [0.71, -6.33, -7.15], [2.33, -6.65, -6.49], [12.19, 0.62, 1.08], [12.39, 1.35, 2.02], [12.37, 0.95, 3.32], [12.88, 2.03, 4.09], [12.62, 3.22, 3.23], [12.67, 2.68, 1.91], [12.36, 2.09, 5.05], [13.94, 1.86, 4.27], [11.62, 3.65, 3.39], [13.36, 4.00, 3.35], [-6.26, 5.86, 2.77], [-5.29, 5.55, 2.14], [-5.24, 4.49, 1.28], [-4.01, 4.59, 0.57], [-3.15, 5.41, 1.48], [-4.10, 6.20, 2.19], [-3.60, 3.61, 0.37], [-4.20, 5.10, -0.39], [-2.61, 4.79, 2.20], [-2.44, 6.03, 0.94], [-12.55, 7.31, 3.32], [-11.58, 7.00, 2.69], [-11.53, 5.94, 1.83], [-10.31, 6.04, 1.11], [-9.45, 6.86, 2.03], [-10.39, 7.66, 2.73], [-9.89, 5.05, 0.92], [-10.50, 6.55, 0.16], [-8.90, 6.24, 2.75], [-8.74, 7.48, 1.49]],
  "mulliken_charge": [-0.803, -0.326, 0.358, -0.835, -0.198, -0.542, -0.344, -0.413, -0.661, 0.121, -1.268, -0.735, 0.869, -1.319, -0.861, 0.592, 0.257, -0.214, 0.166, -0.486, 0.261, -0.162, -0.652, -0.729, 0.364, -0.291, 0.039, 1.189, -0.281, -0.213, 0.473, -0.253, -0.223, -0.217, 0.193, -0.505, -0.058, 0.272, 0.380, 0.315, 0.241, 0.305, 0.269, 0.140, 0.504, 0.307, 0.338, 0.468, 0.367, 0.382, 0.204, 0.377, 0.215, -0.108, 0.282, 0.326, 0.336, 0.263, 0.239, 0.203, 0.274, 0.427, 0.355, -0.545, 0.713, -0.325, 0.275, -0.237, -0.340, 0.347, -0.262, 0.257, 0.187, -0.449, 0.605, -0.257, -0.298, -0.403, -0.309, 0.328, 0.259, 0.267, 0.304, -0.572, 0.630, -0.353, -0.288, -0.206, -0.315, 0.230, 0.270, 0.145, 0.334, -0.407, 0.550, -0.256, -0.345, -0.347, -0.335, 0.283, 0.275, 0.260, 0.295, -0.535, 0.679, -0.308, -0.304, -0.335, -0.313, 0.292, 0.279, 0.264, 0.294, -0.536, 0.551, -0.316, 0.379, -0.306, -0.327, -0.079, 0.090, 0.293, 0.302, -0.530, 0.623, -0.327, -0.296, -0.163, -0.324, 0.267, 0.262, 0.197, 0.290]
}